Entry 1:
C11H23F6FeN3O7PS6Sb | wB97M-V/def2-TZVPD

Geometry (Å):
Fe  0.3899  -0.0755  1.4656
F  1.2593  4.9375  2.9720
C  0.2070  4.4780  2.2851
F  -0.5622  3.7923  3.1239
F  -0.4792  5.5150  1.8154
S  0.8320  3.4119  0.9003
O  0.9954  2.1167  1.5386
O  2.0207  4.0896  0.4814
N  -0.2765  3.5096  -0.1992
S  -1.2409  2.3492  -0.6680
O  -1.5679  2.5212  -2.0457
O  -0.8497  1.0433  -0.2023
C  -2.8222  2.7032  0.2067
F  -3.6952  1.7371  -0.0600
F  -2.6339  2.7805  1.5182
F  -3.3273  3.8683  -0.2159
S  -1.0797  -3.8280  3.1576
Sb  -1.7562  -2.2399  1.6307
S  -1.4104  -0.0623  2.7952
S  0.3062  -1.9115  0.2550
C  -0.3917  0.9858  6.1069
N  0.7273  0.5258  5.2884
C  0.8864  -0.6332  4.6220
S  2.0310  -0.6110  3.3216
N  0.2606  -1.7635  4.8841
C  -0.8803  -1.9981  5.7604
H  -0.1182  1.9598  6.5061
H  -0.5759  0.3258  6.9462
H  -1.3019  1.0932  5.5151
H  1.2424  1.2593  4.8279
H  0.3320  -2.4638  4.1362
H  -1.6883  -1.2965  5.5624
H  -0.5887  -1.9658  6.8093
H  -1.2483  -2.9918  5.5160
C  5.2352  -2.1599  -0.4576
C  3.8363  -1.8673  0.0310
O  3.3048  -0.7575  -0.7176
P  2.6374  0.4527  0.1136
O  4.0103  1.1750  0.5814
C  4.1455  1.8335  1.8543
C  4.9762  3.0765  1.6568
O  2.0864  1.3542  -1.0780
C  2.8500  1.7291  -2.2379
C  2.3787  0.9321  -3.4326
H  5.6424  -3.0255  0.0693
H  5.8870  -1.3026  -0.2831
H  5.2269  -2.3780  -1.5269
H  3.8414  -1.6389  1.1007
H  3.1630  -2.7106  -0.1161
H  4.6263  1.1327  2.5382
H  3.1639  2.0754  2.2576
H  5.9687  2.8222  1.2812
H  5.0885  3.6013  2.6082
H  4.4837  3.7469  0.9517
H  3.9131  1.5776  -2.0430
H  2.6746  2.7952  -2.3751
H  2.5208  -0.1332  -3.2553
H  2.9422  1.2230  -4.3227
H  1.3190  1.1158  -3.6131

LUMO level (spin up / spin down) in eV: 2.42 / 2.10
Total energy in hartree: -5957.7758
<S²>: 8.7760
Charge: -1
HOMO level (spin up / spin down) in eV: -4.53 / -4.72
Multiplicity: 6

Löwdin population analysis, charges in e, atoms 1 to 2: Fe -0.07; F 0.13



Entry 2:
C22H26ClN3O3S | wB97M-V/def2-TZVPD

Geometry (Å):
C  0.8608  5.8628  -1.7119
C  0.4998  4.8934  -0.5896
N  1.1711  3.6172  -0.7476
C  2.5164  3.5166  -0.2036
C  2.4552  2.8969  1.2047
O  2.3490  3.5765  2.2034
N  2.5061  1.5559  1.1935
C  2.4141  0.7490  2.3972
C  1.4869  -0.4201  2.1958
C  0.2625  -0.4926  2.8465
C  -0.5742  -1.5799  2.6646
C  -0.1811  -2.6057  1.8204
Cl  -1.1977  -3.9762  1.6107
C  1.0290  -2.5438  1.1461
C  1.8536  -1.4515  1.3375
C  0.6394  2.5184  -1.2917
O  1.2598  1.4513  -1.3167
C  -0.7604  2.5749  -1.8506
S  -2.0129  2.6524  -0.5120
C  -1.4634  1.3222  0.6065
C  -1.7428  -0.0672  0.0428
O  -2.7529  -0.6675  0.3371
N  -0.7690  -0.5089  -0.7861
C  -0.6671  -1.7537  -1.4204
C  0.5089  -2.0094  -2.1243
C  0.6808  -3.2256  -2.7532
C  -0.3087  -4.1930  -2.6877
C  -1.4886  -3.9442  -2.0009
C  -2.5639  -4.9822  -1.9044
C  -1.6644  -2.7177  -1.3726
H  0.5648  5.4622  -2.6788
H  0.3471  6.8068  -1.5559
H  1.9313  6.0523  -1.7341
H  -0.5788  4.7378  -0.5547
H  0.8079  5.3030  0.3757
H  2.9425  4.5162  -0.1298
H  3.1255  2.8976  -0.8663
H  2.4819  1.0742  0.3032
H  2.0657  1.4037  3.1996
H  3.4157  0.3826  2.6575
H  -0.0378  0.3034  3.5119
H  -1.5244  -1.6332  3.1713
H  1.3190  -3.3445  0.4843
H  2.8022  -1.4088  0.8221
H  -0.9423  1.6787  -2.4450
H  -0.9361  3.4593  -2.4588
H  -2.0712  1.4635  1.4993
H  -0.4117  1.4759  0.8441
H  0.0411  0.0893  -0.9462
H  1.2765  -1.2503  -2.1703
H  1.5932  -3.4238  -3.2968
H  -0.1625  -5.1450  -3.1770
H  -2.4000  -5.7851  -2.6190
H  -2.5739  -5.4101  -0.9018
H  -3.5413  -4.5395  -2.0845
H  -2.5767  -2.5151  -0.8365

Relative energy (zero: lowest compared OMol25 entry of this formula, charge and spin) in kcal per mole: 9.0
LUMO level in eV: 0.46
Total energy in hartree: -2102.3924
HOMO level in eV: -8.26
Structure (SMILES): CCN(CC(=O)NCc1ccc(Cl)cc1)C(=O)CSCC(=O)Nc1cccc(C)c1

Löwdin population analysis, charges in e, atoms 1 to 2: C -0.06; C -0.21



Entry 3:
C43H51N3NaO4 | wB97M-V/def2-TZVPD

Geometry (Å):
Na  -0.7259  -0.4927  0.1543
C  3.2043  1.3307  -5.9751
C  2.8358  2.5735  -5.1673
C  4.1362  3.2924  -4.7767
C  1.9972  3.4955  -6.0619
C  2.0568  2.2254  -3.9031
C  1.7605  0.9609  -3.5286
C  0.9791  0.6956  -2.3490
N  0.6886  -0.4716  -1.8179
C  1.1855  -1.6835  -2.1087
C  2.4109  -1.9516  -2.7777
C  2.8349  -3.2225  -3.0227
C  1.9929  -4.2950  -2.5977
C  0.8316  -4.1395  -1.8993
C  0.3840  -2.7859  -1.5745
O  -0.6491  -2.5668  -0.9072
C  -0.0002  -5.3270  -1.4168
C  -0.0432  -5.3355  0.1203
C  0.5886  -6.6644  -1.8694
C  -1.4282  -5.2391  -1.9737
C  4.1964  -3.4686  -3.6783
C  4.4577  -4.9510  -3.9469
C  4.2679  -2.7251  -5.0193
C  5.3102  -2.9473  -2.7593
C  0.3226  1.8281  -1.6564
O  -0.5700  1.6365  -0.8242
C  0.8001  3.1834  -1.9907
C  1.6143  3.3158  -3.0618
C  0.3686  4.3565  -1.1179
C  1.0368  5.6596  -1.5573
C  -1.1520  4.5606  -1.2111
C  0.7754  4.0855  0.3415
H  3.7479  1.6246  -6.8759
H  2.3199  0.7705  -6.2856
H  3.8477  0.6572  -5.4053
H  4.7106  3.5580  -5.6685
H  4.7546  2.6508  -4.1461
H  3.9371  4.2115  -4.2237
H  2.5562  3.7523  -6.9659
H  1.7354  4.4258  -5.5551
H  1.0685  3.0049  -6.3606
H  2.0462  0.1248  -4.1496
H  3.0504  -1.1105  -3.0135
H  2.3165  -5.3001  -2.8235
H  0.9668  -5.4322  0.5269
H  -0.6322  -6.1885  0.4708
H  -0.4882  -4.4230  0.5085
H  1.5928  -6.8271  -1.4709
H  0.6341  -6.7428  -2.9589
H  -0.0465  -7.4750  -1.5044
H  -1.9165  -4.3203  -1.6586
H  -2.0133  -6.0913  -1.6146
H  -1.4166  -5.2761  -3.0666
H  3.6974  -5.3863  -4.5995
H  4.4848  -5.5327  -3.0230
H  5.4269  -5.0658  -4.4378
H  3.4817  -3.0667  -5.6959
H  5.2367  -2.8894  -5.5001
H  4.1414  -1.6500  -4.8819
H  5.2915  -3.4627  -1.7970
H  5.1960  -1.8801  -2.5649
H  6.2920  -3.1064  -3.2158
H  1.9527  4.3100  -3.3248
H  0.7554  5.9419  -2.5755
H  2.1268  5.5998  -1.5050
H  0.7187  6.4650  -0.8919
H  -1.4459  4.7778  -2.2417
H  -1.4467  5.4102  -0.5884
H  -1.6861  3.6773  -0.8723
H  1.8582  3.9701  0.4257
H  0.3095  3.1826  0.7291
H  0.4774  4.9329  0.9655
O  2.1118  1.1979  2.8824
C  1.1289  0.5281  3.1391
N  0.7696  0.1906  4.4573
C  -0.5713  -0.3658  4.4733
C  -0.7966  -0.5270  2.9421
O  -1.8201  -1.0405  2.4693
N  0.2228  -0.0085  2.2504
C  -1.5590  0.6373  5.0672
C  -1.8263  0.6423  6.4323
C  -2.6469  1.6132  6.9923
C  -3.2153  2.5905  6.1903
C  -2.9546  2.5931  4.8264
C  -2.1327  1.6254  4.2692
C  -0.6608  -1.7256  5.1462
C  -1.8874  -2.3868  5.1966
C  -1.9873  -3.6357  5.7865
C  -0.8647  -4.2433  6.3378
C  0.3572  -3.5933  6.2846
C  0.4592  -2.3409  5.6875
H  1.0470  0.8528  5.1646
H  -1.3960  -0.1270  7.0620
H  -2.8445  1.6002  8.0573
H  -3.8612  3.3445  6.6231
H  -3.3957  3.3498  4.1895
H  -1.9386  1.6360  3.2038
H  -2.7564  -1.9218  4.7502
H  -2.9449  -4.1415  5.8090
H  -0.9441  -5.2207  6.7979
H  1.2414  -4.0609  6.7008
H  1.4142  -1.8368  5.6259

Relative energy (zero: lowest compared OMol25 entry of this formula, charge and spin) in kcal per mole: 0.0
LUMO level (spin up / spin down) in eV: 1.44 / 1.37
Total energy in hartree: -2296.8994
Charge: -1
HOMO level (spin up / spin down) in eV: -4.36 / -4.26

Löwdin population analysis, charges in e, atoms 1 to 2: Na 0.44; C -0.07



Entry 4:
CHN5O | wB97M-V/def2-TZVPD

Geometry (Å):
C  0.7143  0.1029  0.9001
N  0.4251  0.0320  3.1326
N  -0.1469  0.1489  1.8475
N  2.4389  -0.0742  2.1150
N  1.7177  -0.0184  3.1191
N  0.5266  -0.1918  -0.3623
O  1.3607  0.0501  -1.4477
H  -0.3421  -0.7187  -0.6245

Relative energy (zero: lowest compared OMol25 entry of this formula, charge and spin) in kcal per mole: 68.3
LUMO level in eV: 8.08
Total energy in hartree: -387.4578
Charge: -2
HOMO level in eV: 2.68

Löwdin population analysis, charges in e, atoms 1 to 2: C -0.38; N -0.28